A 3-piece molecular cluster, C24H23Br2F3N3O2 overall, computed with ωB97M-V with the def2-TZVPD basis set.

Last column: Löwdin charge in e.
CARTESIAN COORDINATES (ANGSTROEM)
O  -0.3089  -5.0740  -2.7834  0.00
C  -1.0119  -3.9074  -2.8051  -0.23
O  -2.3343  -3.9750  -3.4596  0.03
C  -0.3200  -2.5589  -2.1700  0.04
C  -0.6981  -1.8726  -0.7182  0.10
C  0.1141  -0.5134  -0.1791  -0.03
C  -0.3216  0.0553  1.3252  -0.11
C  0.8564  0.8364  2.1219  -0.15
C  0.8636  2.4551  2.0855  -0.64
F  1.2289  2.9129  3.4795  -0.13
Br  2.3259  3.2574  0.9103  0.72
C  -0.5379  3.2045  1.7204  -0.63
F  -0.9869  3.0010  0.3238  -0.08
F  -1.5416  2.7939  2.7535  -0.04
Br  -0.1750  5.2027  1.9006  0.75
N  1.1968  0.0753  -1.0518  0.08
C  1.5922  -0.5184  -2.4201  0.09
C  0.8893  -1.8589  -3.0536  -0.04
C  1.4505  -2.4046  -4.5013  -0.15
C  2.1484  -3.9129  -4.5778  -0.01
C  2.7829  -4.5908  -5.9294  -0.04
C  2.6968  -3.7319  -7.3319  -0.03
C  2.0084  -2.2174  -7.2925  -0.04
C  1.3996  -1.5260  -5.9028  -0.02
H  -2.5321  -3.1236  -3.9543  0.14
H  -1.5383  -2.4023  -0.0886  0.13
H  -1.3479  0.6030  1.2239  0.12
H  -0.5531  -0.9363  1.9509  0.15
H  1.8946  0.4660  1.6634  0.13
H  0.8871  0.4967  3.2648  0.15
H  1.7458  0.9104  -0.7540  0.09
H  2.4411  0.0002  -3.0620  0.15
H  2.2242  -4.5369  -3.5759  0.10
H  3.2800  -5.6738  -5.8582  0.11
H  3.1236  -4.2278  -8.3247  0.10
H  1.9364  -1.5782  -8.2767  0.09
H  0.9513  -0.4395  -5.9070  0.09
N  3.2107  0.1680  7.6602  0.00
C  2.9334  0.2869  6.3232  -0.15
C  2.1898  1.4317  6.1429  -0.12
C  2.0176  2.0274  7.4152  -0.11
C  2.6606  1.2278  8.3333  -0.13
H  3.7393  -0.5835  8.0838  0.15
H  3.2867  -0.4522  5.6167  0.10
H  1.8132  1.7989  5.1970  0.05
H  1.4826  2.9417  7.6376  0.09
H  2.7724  1.3212  9.4053  0.11
N  -5.1234  2.0444  0.7851  0.00
C  -6.2787  2.2107  0.0667  -0.13
C  -5.9538  2.8125  -1.1285  -0.11
C  -4.5525  3.0108  -1.1335  -0.11
C  -4.0648  2.5247  0.0589  -0.15
H  -5.0615  1.6312  1.7065  0.15
H  -7.2308  1.8889  0.4670  0.11
H  -6.6507  3.0788  -1.9126  0.10
H  -3.9624  3.4592  -1.9224  0.09
H  -3.0580  2.4807  0.4522  0.06

Summary:
Kohn-Sham gap: 4.7 eV
total charge: +1
lowest unoccupied orbital energy: -0.192 Eh

=====

One molecule with the formula C24H23BrN2O4, computed with ωB97M-V with the def2-TZVPD basis set.

Last column: Löwdin charge in e.
CARTESIAN COORDINATES (ANGSTROEM)
C  -0.6664  4.1449  2.6656  -0.04
H  -0.9933  4.0833  3.7002  0.10
H  -0.4513  5.1796  2.3935  0.10
H  -1.4320  3.7558  1.9908  0.08
O  0.5146  3.3559  2.5720  -0.04
C  1.0831  3.2864  1.3642  -0.50
O  0.6357  3.8175  0.3814  0.12
C  2.3737  2.4770  1.3931  -0.10
N  2.6006  1.6973  0.1967  0.00
H  2.4199  2.2790  -0.6183  0.13
C  1.8066  0.4743  0.1229  -0.24
C  2.2738  -0.4007  -1.0208  -0.17
C  3.5393  -0.2404  -1.5673  -0.03
C  3.9667  -1.0624  -2.5959  -0.08
C  3.1372  -2.0568  -3.0843  -0.09
C  1.8774  -2.2278  -2.5354  -0.08
C  1.4464  -1.4050  -1.5102  -0.05
H  0.4645  -1.5428  -1.0821  0.11
H  1.2251  -3.0029  -2.9114  0.10
H  3.4704  -2.6972  -3.8875  0.10
H  4.9522  -0.9257  -3.0164  0.10
H  4.1847  0.5310  -1.1776  0.11
C  0.3303  0.8008  0.0129  -0.13
C  -0.1316  1.3257  -1.1884  -0.07
C  -1.4224  1.8012  -1.2952  -0.67
C  -2.2861  1.7761  -0.2131  -0.12
C  -1.8401  1.2392  0.9776  -0.02
C  -0.5448  0.7407  1.1002  -0.19
N  -0.1460  0.2197  2.3506  0.16
C  0.2361  -1.0673  2.6008  -0.56
O  0.4462  -1.4772  3.7142  0.10
O  0.3634  -1.7750  1.4694  0.01
C  0.8068  -3.1320  1.5930  -0.10
C  -0.3604  -4.0712  1.4531  -0.19
C  -0.6375  -4.6796  0.2367  -0.04
C  -1.7331  -5.5156  0.1091  -0.08
C  -2.5634  -5.7421  1.1937  -0.09
C  -2.2964  -5.1305  2.4072  -0.08
C  -1.1992  -4.2979  2.5375  -0.03
H  -0.9859  -3.8184  3.4818  0.11
H  -2.9426  -5.3047  3.2548  0.10
H  -3.4182  -6.3945  1.0933  0.10
H  -1.9404  -5.9899  -0.8389  0.10
H  0.0108  -4.4997  -0.6086  0.11
H  1.2889  -3.2536  2.5686  0.13
H  1.5333  -3.2782  0.7894  0.13
H  -0.4388  0.7323  3.1709  0.16
H  -2.5015  1.2012  1.8316  0.12
H  -3.2881  2.1666  -0.3019  0.10
Br  -2.0213  2.5127  -2.9500  0.74
H  0.5359  1.3747  -2.0363  0.12
H  1.9999  -0.0651  1.0565  0.15
H  3.1964  3.1960  1.4878  0.14
H  2.3790  1.8287  2.2712  0.13

Summary:
Kohn-Sham gap: 9.5 eV
total charge: 0
lowest unoccupied orbital energy: 0.023 Eh

=====

Number 1: HOMO level -9.966 eV. Number 2: HOMO level -8.822 eV.